Record 1
Entry from the OMol25 dataset: one molecule with the formula C4H3NOS in a non-equilibrium geometry (the ωB97M-V functional and the def2-TZVPD basis).

Computed properties:
**E_LUMO**: -0.842 eV
**HOMO energy**: -0.342 Ha
**E**: -18565.793 eV
**Charge**: 0
**Orbital gap**: 0.31105 Ha
**2S+1**: 1
**SMILES**: C=C/N=c1\sc1=O

Geometry (Å):
C -1.719 -0.559 -0.071
C -1.267 0.669 0.103
N 0.156 0.894 0.154
C 0.979 -0.019 0.122
S 1.800 -1.592 0.047
C 2.308 0.321 0.002
O 3.324 0.840 -0.037
H -2.809 -0.806 -0.269
H -1.060 -1.363 -0.451
H -1.712 1.616 0.400

Need the Löwdin charges? In units of e they are: 0.014, -0.179, 0.079, -0.711, 0.849, -0.478, 0.198, 0.080, 0.047, 0.100

Record 2
Entry from the OMol25 dataset: one molecule with the formula C4H3NOS in a non-equilibrium geometry (the ωB97M-V functional and the def2-TZVPD basis).

Computed properties:
**E_LUMO (alpha / beta)**: -2.639 / -2.803 eV
**HOMO energy (alpha / beta)**: -0.336 / -0.334 Ha
**E**: -18561.510 eV
**Charge**: 0
**Orbital gap (alpha / beta)**: 0.23948 / 0.23122 Ha
**2S+1**: 1
**SMILES**: O=S1=C=CN=CC=1

Geometry (Å):
O 2.091 0.244 -1.227
S 0.947 -0.666 -1.185
C 1.209 -1.468 0.550
C 0.397 -0.741 1.442
N -0.485 0.154 1.072
C -1.107 0.651 -0.066
C -0.622 0.455 -1.319
H 0.487 -0.718 2.622
H -1.929 1.325 0.323
H -0.989 0.764 -2.212

Need the Löwdin charges? In units of e they are: -0.534, 0.853, -0.027, -0.306, 0.025, -0.201, -0.106, 0.136, 0.127, 0.033

Record 3
Entry from the OMol25 dataset: one molecule with the formula C4H3NOS in a non-equilibrium geometry (the ωB97M-V functional and the def2-TZVPD basis).

Computed properties:
**E_LUMO (alpha / beta)**: -1.789 / -1.789 eV
**HOMO energy (alpha / beta)**: -0.348 / -0.348 Ha
**E**: -18564.359 eV
**Charge**: 0
**Orbital gap (alpha / beta)**: 0.28222 / 0.28225 Ha
**2S+1**: 1
**SMILES**: C#C/C=C/[N+]([O-])=S

Geometry (Å):
C 2.809 0.374 0.001
C 1.670 -0.012 -0.001
C 0.352 -0.480 0.001
C -0.722 0.324 0.000
N -2.023 -0.202 -0.002
O -2.183 -1.424 0.001
S -3.240 0.870 0.000
H 3.806 0.704 0.000
H 0.205 -1.555 0.000
H -0.673 1.401 0.000

Need the Löwdin charges? In units of e they are: 0.156, -0.126, -0.062, -0.150, -0.762, -0.050, 0.738, 0.028, 0.126, 0.102

Record 4
Entry from the OMol25 dataset: one molecule with the formula C4H3NOS2 in a non-equilibrium geometry (the ωB97M-V functional and the def2-TZVPD basis).

Computed properties:
**E_LUMO**: -0.575 eV
**HOMO energy**: -0.328 Ha
**E**: -29403.962 eV
**Charge**: 0
**Orbital gap**: 0.30653 Ha
**2S+1**: 1
**SMILES**: O=C1N=CS/C1=C\S

Geometry (Å):
O -1.234 2.224 -0.004
C -1.226 1.029 -0.004
N -2.409 0.225 0.007
C -2.102 -1.009 0.000
S -0.403 -1.513 -0.003
C 0.019 0.198 0.006
C 1.236 0.757 0.006
S 2.803 0.014 -0.001
H -2.887 -1.808 0.001
H 1.283 1.841 -0.006
H 2.377 -1.262 -0.003

Need the Löwdin charges? In units of e they are: 0.111, -0.500, 0.077, -0.434, 0.960, -0.545, -0.517, 0.810, 0.099, 0.083, -0.143

Record 5
Entry from the OMol25 dataset: one molecule with the formula C4H3NS in a non-equilibrium geometry (the ωB97M-V functional and the def2-TZVPD basis).

Computed properties:
**E_LUMO**: 0.223 eV
**HOMO energy**: -0.306 Ha
**E**: -16517.506 eV
**Charge**: 0
**Orbital gap**: 0.31461 Ha
**2S+1**: 1
**SMILES**: S=CN=c1cc1

Geometry (Å):
S 2.636 -0.527 1.007
C 1.955 0.560 -0.018
N 0.538 0.898 0.031
C -0.498 0.181 -0.027
C -1.911 -0.032 0.221
C -1.308 -1.025 -0.364
H 2.697 1.167 -0.531
H -2.671 0.731 0.528
H -1.436 -1.954 -0.846

Need the Löwdin charges? In units of e they are: 0.571, -0.682, 0.015, -0.288, 0.054, 0.087, 0.025, 0.132, 0.086

Record 6
Entry from the OMol25 dataset: C4H3NaO4 as an isolated structure in a non-equilibrium geometry (the ωB97M-V functional and the def2-TZVPD basis).

Computed properties:
**E_LUMO (alpha / beta)**: -5.091 / -5.110 eV
**HOMO energy (alpha / beta)**: -0.434 / -0.459 Ha
**E**: -16792.369 eV
**Charge**: +1
**Orbital gap (alpha / beta)**: 0.24647 / 0.27115 Ha
**2S+1**: 2
**Expectation value of S²**: 0.754

Geometry (Å):
O 3.300 -0.632 0.493
C 2.167 -0.328 0.353
O 1.596 0.087 -0.764
C 0.280 0.560 -0.749
O -1.685 0.424 0.951
C -1.385 -0.624 0.400
C -0.133 1.668 0.024
O -1.633 -1.778 0.385
Na -2.087 -4.230 0.253
H -0.119 0.444 -1.759
H 0.466 1.996 0.875
H -0.766 2.413 -0.460

Need the Löwdin charges? In units of e they are: 0.152, -0.236, 0.007, -0.205, 0.106, -0.357, 0.142, 0.137, 0.903, 0.133, 0.109, 0.107

Record 7
Entry from the OMol25 dataset: a 2-piece molecular cluster, C4H3O overall in a non-equilibrium geometry (the ωB97M-V functional and the def2-TZVPD basis).

Computed properties:
**E_LUMO (alpha / beta)**: 4.299 / 4.330 eV
**HOMO energy (alpha / beta)**: -0.041 / -0.023 Ha
**E**: -6236.432 eV
**Charge**: -1
**Orbital gap (alpha / beta)**: 0.19921 / 0.18167 Ha
**2S+1**: 1

Geometry (Å):
H -1.861 1.101 -2.004
O 2.355 0.473 0.653
C 1.520 -0.306 0.160
C 0.119 -0.051 0.080
C -1.153 -0.065 0.604
C -1.015 0.422 -0.669
H 1.833 -1.281 -0.271
H -1.798 -0.294 1.449

Need the Löwdin charges? In units of e they are: -0.108, -0.124, -0.394, -0.254, -0.100, -0.154, 0.074, 0.059

Record 8
Entry from the OMol25 dataset: a 2-piece molecular cluster, C4H3O2 overall in a non-equilibrium geometry (the ωB97M-V functional and the def2-TZVPD basis).

Computed properties:
**E_LUMO (alpha / beta)**: 4.309 / 4.310 eV
**HOMO energy (alpha / beta)**: -0.046 / -0.046 Ha
**E**: -8287.974 eV
**Charge**: -1
**Orbital gap (alpha / beta)**: 0.20437 / 0.20435 Ha
**2S+1**: 1

Geometry (Å):
C -1.423 -0.453 0.570
C -1.189 -0.218 -0.690
C 2.226 -0.014 -0.025
C -0.347 0.591 0.290
O 2.759 1.044 -0.041
O 2.213 -1.195 -0.069
H -2.059 -0.966 1.270
H -1.475 -0.440 -1.702
H -0.705 1.652 0.397

Need the Löwdin charges? In units of e they are: -0.201, -0.201, -0.552, -0.226, 0.049, 0.052, 0.044, 0.047, -0.012

Number 1: molar mass 113.1 g/mol. Number 2: molar mass 113.1 g/mol. Number 3: molar mass 113.1 g/mol. Number 4: molar mass 145.2 g/mol. Number 5: molar mass 97.1 g/mol. Number 6: molar mass 138.1 g/mol. Number 7: molar mass 67.1 g/mol. Number 8: molar mass 83.1 g/mol.